# 1
Density functional theory data (ωB97M-V/def2-TZVPD) for 5 unconnected molecules or ions with the total composition C39H70Br2N2O13S3 in a non-equilibrium geometry.

Positions of all 129 atoms, in Å:
Br1 -5.2019 3.3223 3.6463
Br2 -4.1520 -2.6841 2.7586
S1 2.0588 -3.0821 0.5013
S2 1.4961 -0.5210 1.9646
S3 -0.4349 0.4971 -1.6916
O1 -2.5702 1.9659 -0.0531
O2 -2.0388 -4.1366 -3.9865
O3 0.2499 -0.7022 -2.1350
O4 4.3381 1.9096 2.7123
O5 -2.3253 -1.3265 -1.6401
O6 4.0694 -0.3252 -5.4688
O7 -5.4655 -1.5333 0.7168
O8 0.2250 0.9567 -0.4872
O9 -1.6049 -1.2391 -4.4601
O10 0.2997 -5.6432 5.9700
O11 -0.4517 -2.6342 4.7462
O12 5.5007 0.1606 -1.4207
O13 -6.2423 1.3332 2.1211
N1 3.1739 -0.6998 -0.1266
N2 -1.7274 0.5844 -5.7728
C1 -0.1185 -1.2678 2.3566
C2 -1.1705 5.8545 -0.1608
C3 2.3115 -1.4597 0.6689
C4 3.7635 4.1227 2.0738
C5 1.1772 -5.9354 5.1839
C6 1.7536 -4.9092 4.2466
C7 -2.7763 4.1488 0.8833
C8 4.9463 -0.5940 -6.2583
C9 -0.1392 1.7569 -2.9455
C10 -2.7102 -4.0467 -2.7219
C11 4.3947 -0.3167 -2.1807
C12 1.7297 -7.3373 5.1067
C13 5.3268 3.6026 4.0546
C14 -2.7176 0.5444 -0.0226
C15 -4.5761 -2.2430 0.8668
C16 0.3942 5.9356 -0.1120
C17 3.5188 -1.3512 -1.3989
C18 -2.2327 0.0562 -1.4347
C19 -1.5766 4.3293 -0.1053
C20 -2.1074 -3.4695 6.2297
C21 -3.3550 0.3520 -3.8746
C22 4.4641 3.0941 2.9263
C23 5.5232 -1.9852 -6.3479
C24 -1.5692 6.4735 -1.5432
C25 -4.8618 2.6803 0.6819
C26 4.3677 -0.3132 0.6415
C27 -3.3086 2.6536 0.9213
C28 5.5091 0.4476 -7.1939
C29 -5.5554 2.2476 2.0021
C30 5.0885 0.7678 -0.2177
C31 -2.1659 -0.2121 -4.6548
C32 -2.0243 -0.0296 1.2406
C33 -3.7837 -2.8740 -0.2806
C34 -3.1012 0.9224 -2.4438
C35 -3.6178 -1.9149 -1.5282
C36 -3.7674 -2.8833 -2.7529
C37 -1.1191 -1.2848 1.1485
C38 -0.4848 -1.5773 6.8725
C39 -0.9658 -2.5676 5.8426
H1 4.4980 4.7694 1.5903
H2 -0.7190 3.7331 0.2398
H3 1.2221 -7.9670 5.8366
H4 5.9276 1.1345 0.3949
H5 -4.2115 -0.3403 -3.8089
H6 -3.7493 1.1976 -4.4745
H7 -0.0408 1.3564 -3.9668
H8 -3.1422 2.3282 1.9642
H9 6.5766 0.5774 -7.0082
H10 5.7669 2.7572 4.5815
H11 -1.1641 -3.7541 -3.8254
H12 -1.7477 -2.1706 1.3602
H13 1.5620 -7.7491 4.1102
H14 -0.5758 -0.8216 3.2517
H15 -2.4795 4.4853 1.8939
H16 4.0852 0.1548 1.6005
H17 -3.5476 4.8604 0.5404
H18 -2.5073 0.6855 -6.4245
H19 -4.0970 0.9717 -1.9605
H20 -2.3449 -4.1276 5.3954
H21 5.3452 0.1458 -8.2299
H22 0.7762 5.5448 -1.0752
H23 -3.8008 0.3057 0.0212
H24 -2.9903 -2.8718 6.4691
H25 4.7209 4.1776 4.7570
H26 -3.6423 -2.3846 -3.7211
H27 1.2682 -3.9519 4.4058
H28 5.0110 -1.1967 0.8326
H29 5.0051 1.3973 -7.0213
H30 6.5915 -1.9609 -6.1257
H31 3.1802 3.6170 1.3047
H32 -5.1976 1.9231 -0.0489
H33 2.8233 -4.7960 4.4350
H34 -2.6053 6.8612 -1.5432
H35 5.3599 -2.3930 -7.3470
H36 5.0285 -2.6285 -5.6215
H37 4.3314 1.5676 -0.3684
H38 -1.8234 -4.0804 7.0872
H39 2.5743 -1.5569 -1.9238
H40 0.6819 7.0031 -0.0988
H41 -1.5092 5.7241 -2.3564
H42 -1.8781 4.0818 -1.1367
H43 -2.7691 1.9647 -2.5112
H44 -3.2706 -4.9858 -2.5817
H45 -4.4740 -1.2221 -1.4798
H46 -1.2943 -0.8961 7.1416
H47 -2.8410 -3.3432 0.0277
H48 4.1181 -2.2687 -1.2189
H49 -0.6220 -1.4759 0.1889
H50 0.3388 -0.9967 6.4579
H51 -0.8738 7.2814 -1.8395
H52 -0.8130 2.6284 -2.8984
H53 -5.2747 3.6715 0.4466
H54 -4.7879 -3.3100 -2.6976
H55 0.8620 2.1582 -2.6993
H56 -1.0347 0.0207 -6.2676
H57 6.1298 4.2264 3.6579
H58 -4.4267 -3.7103 -0.6216
H59 -1.9536 -3.8772 -1.9394
H60 -2.8062 -0.2359 2.0009
H61 3.0892 4.7206 2.6899
H62 4.7587 -0.7417 -3.1231
H63 -1.6416 6.4481 0.6393
H64 0.7931 5.3696 0.7428
H65 1.5832 -5.2160 3.2127
H66 -1.4198 0.7819 1.6931
H67 0.0310 -2.3241 2.6224
H68 -0.1305 -2.1056 7.7592
H69 2.7975 -7.3294 5.3315
H70 3.7093 0.5377 -2.3844

Forces on atoms 1 to 3 (eV/Å):
0.22 0.23 -0.35
0.27 -0.39 -0.29
-0.28 0.43 -0.16

Computed properties:
E_tot: -8958.125142 hartree
Charge: 0
Gap between HOMO and LUMO: 7.8 eV

# 2
Density functional theory data (ωB97M-V/def2-TZVPD) for C3H7N3OS in the gas phase in a non-equilibrium geometry.

Positions of all 15 atoms, in Å:
S1 -3.8991 -0.3972 -0.1679
O1 -1.3240 -0.7845 -0.6348
N1 0.6371 1.0468 -0.7366
N2 -1.7942 1.0889 0.5038
N3 -0.1963 -0.9351 0.2034
C1 2.2511 -0.6200 0.1535
C2 -2.2903 0.0031 -0.0507
C3 0.8516 -0.0985 -0.1732
H1 -0.9903 1.4244 -0.0449
H2 2.1957 -0.8792 1.2493
H3 3.0041 0.2044 -0.0078
H4 -2.4251 1.7898 0.7665
H5 -0.0348 -1.8957 0.2269
H6 1.5273 1.6155 -0.8322
H7 2.4872 -1.5626 -0.4553

Forces on atoms 1 to 3 (eV/Å):
0.93 -0.06 0.00
-0.57 -0.26 0.43
1.18 -0.32 0.66

Computed properties:
E_tot: -756.141742 hartree
ΔE to the lowest compared entry with this formula, charge and spin: 243.0 kJ/mol
Charge: 0
Gap between HOMO and LUMO: 8.8 eV